Here is 8 unconnected molecules or ions with the total composition C30H73BrNO23S7 from the Open Molecules 2025 dataset. Energies are from the ωB97M-V functional and the def2-TZVPD basis.

Each line ends with the Löwdin charge.
Atoms and positions in Å:
C  5.02  2.48  -2.70  -0.1532
C  5.44  1.10  -1.85  -0.2687
C  4.17  0.05  -1.96  -0.5970
Br  2.92  0.49  -0.46  0.6579
C  4.61  -1.53  -2.06  -0.2772
N  3.53  -2.49  -1.52  -0.0651
C  2.56  -2.90  -2.61  -0.2052
C  1.00  -2.48  -2.35  -0.3444
C  0.60  -2.21  -0.78  -0.1401
C  0.60  -1.17  -3.28  -0.1087
C  5.98  -1.89  -1.17  -0.4235
O  6.91  -2.66  -1.79  -0.1749
O  6.15  -1.39  0.20  -0.2534
H  5.27  3.39  -2.00  0.0686
H  5.63  2.60  -3.69  0.0718
H  3.87  2.53  -2.93  0.0647
H  6.42  0.62  -2.32  0.1255
H  5.66  1.43  -0.73  0.1082
H  3.61  0.31  -2.98  0.0896
H  4.90  -1.74  -3.17  0.1424
H  4.08  -3.36  -1.27  0.1193
H  2.87  -2.40  -3.64  0.1131
H  2.62  -4.07  -2.77  0.1218
H  0.33  -3.39  -2.73  0.1102
H  0.41  -1.05  -0.58  0.0434
H  1.34  -2.68  -0.01  0.0748
H  -0.47  -2.72  -0.62  0.0528
H  0.04  -1.59  -4.24  0.0831
H  1.57  -0.63  -3.67  0.0635
H  -0.08  -0.43  -2.67  0.0631
O  -2.01  -5.02  0.77  -0.2943
S  -1.19  -5.79  -0.14  0.6283
O  -0.81  -5.31  -1.44  -0.2846
O  -1.85  -7.28  -0.30  -0.2640
C  -3.20  -7.38  -0.71  -0.2747
C  -3.36  -7.13  -2.20  -0.0770
C  0.28  -6.30  0.73  -0.1109
H  -3.84  -6.70  -0.12  0.1116
H  -3.53  -8.40  -0.48  0.1212
H  -3.14  -6.09  -2.44  0.0659
H  -4.38  -7.34  -2.52  0.0816
H  -2.67  -7.76  -2.77  0.0836
H  0.00  -6.72  1.69  0.0737
H  0.90  -5.41  0.87  0.0751
H  0.81  -7.03  0.12  0.0773
O  2.36  6.18  1.06  -0.2913
S  1.61  4.95  0.90  0.6175
O  1.15  4.49  -0.39  -0.2886
O  0.36  4.95  1.94  -0.2755
C  -0.55  6.05  1.91  -0.2782
C  -1.50  5.95  0.74  -0.0738
C  2.53  3.63  1.66  -0.1342
H  0.00  7.00  1.90  0.1193
H  -1.12  6.01  2.84  0.1062
H  -0.98  6.07  -0.21  0.0708
H  -2.27  6.72  0.80  0.0797
H  -1.98  4.96  0.71  0.0854
H  2.84  3.95  2.66  0.0728
H  3.40  3.42  1.04  0.0638
H  1.89  2.74  1.71  0.0607
O  -3.38  0.18  2.24  -0.2837
S  -3.99  -1.13  2.16  0.6399
O  -5.15  -1.39  1.34  -0.3027
O  -4.27  -1.67  3.67  -0.2634
C  -5.04  -0.86  4.55  -0.2797
C  -6.52  -0.94  4.23  -0.0796
C  -2.73  -2.31  1.74  -0.1225
H  -4.68  0.17  4.53  0.1166
H  -4.87  -1.24  5.56  0.1217
H  -6.74  -0.48  3.26  0.0697
H  -7.11  -0.42  4.99  0.0784
H  -6.85  -1.98  4.17  0.0838
H  -1.86  -2.15  2.39  0.0848
H  -2.45  -2.15  0.69  0.0704
H  -3.13  -3.32  1.86  0.0560
O  10.85  1.37  2.28  -0.2940
S  11.67  0.59  1.38  0.6174
O  12.05  1.08  0.07  -0.2970
O  11.01  -0.89  1.21  -0.2739
C  9.66  -0.99  0.81  -0.2668
C  9.50  -0.74  -0.68  -0.0714
C  13.14  0.09  2.24  -0.1360
H  9.02  -0.32  1.39  0.1175
H  9.33  -2.01  1.03  0.1279
H  9.72  0.30  -0.93  0.0665
H  8.47  -0.95  -1.00  0.0439
H  10.19  -1.37  -1.25  0.0843
H  12.86  -0.33  3.21  0.0701
H  13.76  0.98  2.38  0.0700
H  13.67  -0.65  1.63  0.0707
O  -1.30  7.34  6.45  -0.2870
S  -1.91  6.03  6.37  0.6196
O  -3.07  5.76  5.55  -0.2908
O  -2.20  5.48  7.88  -0.2682
C  -2.96  6.30  8.76  -0.2801
C  -4.44  6.22  8.44  -0.0792
C  -0.65  4.85  5.95  -0.1103
H  -2.60  7.33  8.74  0.1163
H  -2.79  5.91  9.77  0.1220
H  -4.66  6.68  7.47  0.0710
H  -5.03  6.74  9.20  0.0792
H  -4.77  5.18  8.38  0.0851
H  0.21  5.00  6.59  0.0785
H  -0.37  5.01  4.90  0.0595
H  -1.05  3.84  6.07  0.0799
O  -5.67  -4.56  -1.34  -0.2906
S  -6.78  -3.74  -1.76  0.6252
O  -7.88  -4.27  -2.54  -0.2961
O  -6.20  -2.42  -2.52  -0.2600
C  -5.31  -2.60  -3.62  -0.2667
C  -6.05  -3.01  -4.87  -0.0740
C  -7.44  -2.90  -0.34  -0.1173
H  -4.52  -3.32  -3.36  0.1164
H  -4.81  -1.64  -3.79  0.1144
H  -6.47  -4.01  -4.77  0.0678
H  -5.37  -3.02  -5.74  0.0815
H  -6.88  -2.33  -5.08  0.0848
H  -6.62  -2.45  0.22  0.0308
H  -7.96  -3.64  0.27  0.0774
H  -8.15  -2.14  -0.68  0.0775
O  -1.91  0.66  -3.99  -0.2877
S  -3.02  1.49  -4.42  0.6213
O  -4.12  0.95  -5.19  -0.2974
O  -2.44  2.80  -5.18  -0.2643
C  -1.55  2.62  -6.27  -0.2749
C  -2.29  2.21  -7.53  -0.0796
C  -3.68  2.32  -3.00  -0.1149
H  -0.76  1.90  -6.02  0.1194
H  -1.06  3.58  -6.44  0.1237
H  -2.71  1.21  -7.42  0.0696
H  -1.62  2.20  -8.39  0.0794
H  -3.12  2.90  -7.73  0.0833
H  -2.86  2.77  -2.44  0.0767
H  -4.20  1.58  -2.38  0.0761
H  -4.39  3.08  -3.33  0.0739

As for the total energy: -226759.5275 eV. The HOMO energy is -4.89 eV. As for the total charge: -1.



Here is a gas-phase ion, C4H4N5O2 (charge +1) from the Open Molecules 2025 dataset. Energies are from the ωB97M-V functional and the def2-TZVPD basis.

Each line ends with the Löwdin charge.
Atoms and positions in Å:
O  3.77  0.45  1.23  0.1661
N  2.97  1.25  0.90  -0.3347
O  3.08  2.40  0.62  0.1617
C  1.55  0.65  0.68  -0.2162
C  0.92  -0.72  0.86  -0.0287
C  0.30  -0.54  -0.56  -0.0590
C  -0.91  0.13  0.12  -0.0668
N  -0.25  0.00  1.45  0.0862
N  0.37  1.33  1.29  0.1767
N  -0.22  1.45  -0.07  0.1217
N  0.99  0.80  -0.67  0.1796
H  1.30  -1.55  1.42  0.1523
H  0.33  -1.28  -1.50  0.2074
H  -2.06  0.01  0.06  0.2027
H  -0.68  2.38  -0.35  0.2511

As for the total energy: -15738.9279 eV. The HOMO energy is -14.85 eV. The SMILES is O=[N+]([O-])[C@@]12[C@@H]3[C@H]4[C@H]5N3N1[N@H+]5N42. As for the total charge: +1.



Here is 13 unconnected molecules or ions with the total composition C4H34NO13 from the Open Molecules 2025 dataset. Energies are from the ωB97M-V functional and the def2-TZVPD basis.

Each line ends with the Löwdin charge.
Atoms and positions in Å:
C  3.03  -0.52  0.03  -0.0650
C  2.72  -2.07  0.10  -0.2605
N  1.70  -2.48  1.06  -0.0994
C  0.37  -2.43  0.58  -0.2006
C  -0.16  -1.02  0.06  -0.3548
O  -0.39  -0.15  1.01  -0.3346
H  3.92  -0.28  -0.41  0.0359
H  2.05  -0.19  -0.36  0.0345
H  3.02  -0.14  1.09  0.0813
H  3.75  -2.56  0.43  0.1224
H  2.50  -2.43  -0.92  0.0907
H  1.81  -1.82  1.81  0.0562
H  0.33  -3.24  -0.27  0.1161
H  -0.29  -2.77  1.49  0.1402
H  -1.19  -1.16  -0.48  0.1030
H  0.60  -0.50  -0.72  0.1249
H  1.49  2.72  2.65  -0.0376
H  2.09  1.43  2.87  -0.0012
O  2.28  2.35  2.66  0.0071
H  2.00  2.24  -0.02  0.0093
H  2.96  2.66  0.86  -0.0933
O  2.84  2.81  0.00  -0.0784
H  0.08  1.18  0.49  -0.0314
H  -0.53  2.51  0.30  0.1301
O  0.36  2.00  0.02  -0.1301
H  -0.13  -0.87  -3.21  -0.0342
H  -1.56  -1.08  -2.56  0.0235
O  -0.88  -0.43  -2.97  -0.0725
H  -1.53  0.75  0.58  0.0540
H  -2.23  1.84  -0.24  -0.0184
O  -2.45  1.29  0.46  -0.0422
H  -0.43  3.39  -1.46  0.0421
H  0.85  4.30  -1.05  0.0165
O  -0.09  4.35  -1.30  -0.1223
H  -1.38  -0.40  2.33  -0.0430
H  -2.47  -1.13  2.98  0.1012
O  -1.60  -0.63  3.24  -0.1134
H  -2.86  -1.55  -1.40  0.0317
H  -3.03  -2.73  -2.45  0.0510
O  -2.34  -2.33  -1.93  -0.1423
H  -3.16  0.19  -0.08  0.0806
H  -4.15  -1.33  -0.13  0.0299
O  -3.74  -0.64  -0.63  -0.1390
H  0.99  0.16  2.20  0.0515
H  0.47  -0.53  3.36  0.0845
O  1.40  -0.17  3.08  -0.1400
H  0.93  -3.27  -2.28  0.0249
H  -0.57  -2.83  -2.20  -0.0108
O  0.19  -2.92  -2.80  -0.0738
H  -2.12  1.26  -2.88  0.0819
H  -0.95  1.26  -1.94  -0.0101
O  -1.71  1.78  -2.13  -0.0760

As for the total energy: -32806.9595 eV. The HOMO energy is -5.55 eV. As for the total charge: -1.



Here is C5H9F in the gas phase from the Open Molecules 2025 dataset. Energies are from the ωB97M-V functional and the def2-TZVPD basis.

Each line ends with the Löwdin charge.
Atoms and positions in Å:
C  1.82  -0.45  0.11  -0.0146
C  0.48  0.30  0.00  -0.5255
F  0.76  1.66  -0.22  -0.0087
C  -0.50  -0.14  -1.06  -0.1177
C  -1.65  0.13  -0.07  -0.1746
C  -0.63  0.20  1.08  -0.0959
H  1.73  -1.55  0.27  0.0864
H  2.36  -0.38  -0.85  0.0834
H  2.49  -0.02  0.86  0.0804
H  -0.40  -1.18  -1.39  0.1212
H  -0.47  0.56  -1.91  0.1208
H  -2.17  1.10  -0.17  0.1090
H  -2.50  -0.60  -0.05  0.1079
H  -0.61  -0.71  1.67  0.1092
H  -0.72  1.08  1.74  0.1187

As for the total energy: -8047.7702 eV. The HOMO energy is -10.83 eV. The SMILES is CC1(F)CCC1. As for the total charge: 0.



Which value of total charge does entry 1 give?
-1



Please write out number 2 again, unchanged.
Here is a gas-phase ion, C4H4N5O2 (charge +1) from the Open Molecules 2025 dataset. Energies are from the ωB97M-V functional and the def2-TZVPD basis.

Each line ends with the Löwdin charge.
Atoms and positions in Å:
O  3.77  0.45  1.23  0.1661
N  2.97  1.25  0.90  -0.3347
O  3.08  2.40  0.62  0.1617
C  1.55  0.65  0.68  -0.2162
C  0.92  -0.72  0.86  -0.0287
C  0.30  -0.54  -0.56  -0.0590
C  -0.91  0.13  0.12  -0.0668
N  -0.25  0.00  1.45  0.0862
N  0.37  1.33  1.29  0.1767
N  -0.22  1.45  -0.07  0.1217
N  0.99  0.80  -0.67  0.1796
H  1.30  -1.55  1.42  0.1523
H  0.33  -1.28  -1.50  0.2074
H  -2.06  0.01  0.06  0.2027
H  -0.68  2.38  -0.35  0.2511

As for the total energy: -15738.9279 eV. The HOMO energy is -14.85 eV. The SMILES is O=[N+]([O-])[C@@]12[C@@H]3[C@H]4[C@H]5N3N1[N@H+]5N42. As for the total charge: +1.



total charge of number 1 (C30H73BrNO23S7)?
-1